Record 1
Formula: C4H13NO2P
Source: OMol25
Level of theory: ωB97M-V/def2-TZVPD

The HOMO-LUMO gap comes out at 12.2 eV. The energy is -19225.775 eV. The LUMO energy comes out at -2.84 eV. As for the energy above the lowest of the compared OMol25 structures with the same formula, charge and spin: 0.4 kcal per mole.

Structure (ORCA input):
```
! wB97M-V def2-TZVPD RIJCOSX def2/J DEFGRID3
* xyz 1 1
C 0.922 0.607 -2.993
O 1.504 0.172 -1.784
P 0.959 -1.124 -0.999
O 1.866 -1.534 0.044
C -0.633 -0.604 -0.086
N -0.279 -0.176 1.341
C 0.187 1.238 1.282
C -1.363 -0.370 2.243
H 1.117 1.733 -3.105
H -0.110 0.560 -3.014
H 1.442 0.029 -3.779
H 0.346 -2.038 -1.947
H -1.157 0.295 -0.470
H -1.380 -1.574 0.039
H 0.569 -0.641 1.713
H -0.461 1.804 0.728
H 0.256 1.642 2.396
H 1.177 1.250 0.803
H -2.221 0.105 1.962
H -1.639 -1.414 2.433
H -1.102 0.040 3.193
*
```

***

Record 2
Formula: C4H13NO3
Source: OMol25
Level of theory: ωB97M-V/def2-TZVPD

The HOMO-LUMO gap comes out at 9.9 eV. The energy is -11990.505 eV. The LUMO energy comes out at 0.61 eV. As for the energy above the lowest of the compared OMol25 structures with the same formula, charge and spin: 45.4 kcal per mole.

Structure (ORCA input):
```
! wB97M-V def2-TZVPD RIJCOSX def2/J DEFGRID3
* xyz 0 1
C -0.999 1.521 0.376
C 0.450 1.523 -0.123
O 1.527 1.599 0.807
C 0.777 0.378 -1.102
N 2.127 0.375 -1.672
C 0.590 -1.039 -0.519
O -0.754 -1.484 -0.405
H -1.025 2.521 0.759
H -1.709 1.418 -0.435
H -1.147 0.821 1.194
H 0.659 2.423 -0.707
H 1.464 0.978 1.541
H 0.071 0.316 -1.940
H 2.686 -0.304 -1.168
H 2.628 1.232 -1.454
H 1.147 -1.144 0.416
H 0.905 -1.708 -1.313
H -1.238 -1.123 0.340
O -2.981 -2.222 1.998
H -3.755 -1.964 1.492
H -3.077 -3.180 2.027
*
```

***

Q: Number 1 is which compound?
A: C4H13NO2P

***

Q: Which formula does entry 1 have?
A: C4H13NO2P

***

Please write out number 1 again, unchanged.
Formula: C4H13NO2P
Source: OMol25
Level of theory: ωB97M-V/def2-TZVPD

The HOMO-LUMO gap comes out at 12.2 eV. The energy is -19225.775 eV. The LUMO energy comes out at -2.84 eV. As for the energy above the lowest of the compared OMol25 structures with the same formula, charge and spin: 0.4 kcal per mole.

Structure (ORCA input):
```
! wB97M-V def2-TZVPD RIJCOSX def2/J DEFGRID3
* xyz 1 1
C 0.922 0.607 -2.993
O 1.504 0.172 -1.784
P 0.959 -1.124 -0.999
O 1.866 -1.534 0.044
C -0.633 -0.604 -0.086
N -0.279 -0.176 1.341
C 0.187 1.238 1.282
C -1.363 -0.370 2.243
H 1.117 1.733 -3.105
H -0.110 0.560 -3.014
H 1.442 0.029 -3.779
H 0.346 -2.038 -1.947
H -1.157 0.295 -0.470
H -1.380 -1.574 0.039
H 0.569 -0.641 1.713
H -0.461 1.804 0.728
H 0.256 1.642 2.396
H 1.177 1.250 0.803
H -2.221 0.105 1.962
H -1.639 -1.414 2.433
H -1.102 0.040 3.193
*
```